{
  "formula": "C7H10NOPS",
  "method": "ωB97M-V/def2-TZVPD",
  "de_lowest_kcal_mol": 39.8,
  "orbital_gap_ev": 8.5,
  "elements": ["C", "C", "C", "C", "C", "C", "C", "N", "O", "P", "S", "H", "H", "H", "H", "H", "H", "H", "H", "H", "H"],
  "coordinates": [[2.24395, -0.27886, 2.03973], [1.70884, -1.18350, 1.15023], [1.46828, 0.85938, 2.51750], [0.42016, -0.91822, 0.54302], [0.23863, 1.01882, 2.05251], [-0.50643, -0.03231, 1.37919], [-1.08032, -0.03239, -3.62748], [-1.76188, -0.13606, 1.39425], [-1.76540, 1.34393, -1.66387], [-1.24113, -0.15536, -1.74640], [0.76493, -0.06818, -1.00817], [3.22312, -0.61977, 2.40085], [2.30049, -1.96127, 0.81927], [1.91851, 1.60290, 3.09053], [0.10139, -1.85296, 0.22838], [-0.48212, 1.76643, 2.25036], [-0.55670, -0.92644, -4.01195], [-2.17343, 0.13660, -3.84414], [-0.66762, 0.93959, -4.12597], [-2.11497, -0.98134, 0.91364], [-2.03829, 1.47901, -0.75150]]
}

{
  "formula": "C84H188N5O3P3",
  "method": "ωB97M-V/def2-TZVPD",
  "total_charge": 6,
  "orbital_gap_ev": 9.5,
  "elements": ["N", "O", "O", "O", "C", "C", "C", "C", "P", "C", "C", "C", "C", "C", "C", "C", "C", "C", "C", "C", "C", "H", "H", "H", "H", "H", "H", "H", "H", "H", "H", "H", "H", "H", "H", "H", "H", "H", "H", "H", "H", "H", "H", "H", "H", "H", "H", "H", "H", "H", "H", "H", "H", "H", "H", "H", "H", "C", "C", "C", "C", "P", "C", "C", "C", "C", "C", "C", "C", "C", "C", "C", "C", "C", "H", "H", "H", "H", "H", "H", "H", "H", "H", "H", "H", "H", "H", "H", "H", "H", "H", "H", "H", "H", "H", "H", "H", "H", "H", "H", "H", "H", "H", "H", "H", "H", "H", "H", "H", "H", "C", "C", "C", "C", "P", "C", "C", "C", "C", "C", "C", "C", "C", "C", "C", "C", "C", "H", "H", "H", "H", "H", "H", "H", "H", "H", "H", "H", "H", "H", "H", "H", "H", "H", "H", "H", "H", "H", "H", "H", "H", "H", "H", "H", "H", "H", "H", "H", "H", "H", "H", "H", "H", "C", "C", "C", "N", "C", "C", "C", "C", "C", "C", "H", "H", "H", "H", "H", "H", "H", "H", "H", "H", "H", "H", "H", "H", "H", "H", "H", "H", "H", "H", "C", "C", "C", "N", "C", "C", "C", "C", "C", "C", "H", "H", "H", "H", "H", "H", "H", "H", "H", "H", "H", "H", "H", "H", "H", "H", "H", "H", "H", "H", "C", "C", "C", "N", "C", "C", "C", "C", "C", "C", "H", "H", "H", "H", "H", "H", "H", "H", "H", "H", "H", "H", "H", "H", "H", "H", "H", "H", "H", "H", "C", "C", "C", "N", "C", "C", "C", "C", "C", "C", "H", "H", "H", "H", "H", "H", "H", "H", "H", "H", "H", "H", "H", "H", "H", "H", "H", "H", "H", "H"],
  "coordinates": [[1.18091, 0.30690, -0.51351], [2.27423, -0.14328, -0.92003], [1.00150, 1.51978, -0.36806], [0.23403, -0.48845, -0.23752], [-4.71476, -5.41533, 6.41274], [-5.67516, -5.62770, 5.17213], [-4.91277, -5.82039, 3.85946], [-5.80715, -5.80761, 2.64600], [-6.05106, -4.11048, 1.97589], [-7.11305, -4.34435, 0.47036], [-8.22664, -5.34354, 0.71392], [-9.23855, -5.24871, -0.40573], [-10.11740, -4.01200, -0.38996], [-6.84118, -3.05469, 3.18635], [-8.27128, -3.47071, 3.61374], [-9.00067, -2.39848, 4.47316], [-10.29298, -2.76794, 5.11431], [-4.53185, -3.24817, 1.52241], [-3.65416, -4.01248, 0.49920], [-2.27479, -3.44827, 0.44163], [-1.30619, -4.44712, -0.22542], [-5.36925, -5.11579, 7.20783], [-3.93745, -4.66225, 6.23463], [-4.28697, -6.35641, 6.67813], [-6.34585, -4.77491, 5.15022], [-6.32783, -6.45058, 5.37234], [-4.34539, -6.73570, 3.94525], [-4.25518, -4.92950, 3.84739], [-6.78628, -6.22445, 2.87462], [-5.37520, -6.30652, 1.75351], [-6.47803, -4.78815, -0.31010], [-7.39203, -3.35309, 0.06954], [-8.71404, -5.27057, 1.67603], [-7.78038, -6.33441, 0.67376], [-9.91117, -6.10390, -0.27707], [-8.79264, -5.38972, -1.40693], [-10.82322, -4.07274, -1.22002], [-9.49997, -3.13313, -0.58185], [-10.64271, -3.83530, 0.54996], [-6.86300, -2.04127, 2.76118], [-6.08306, -2.93440, 3.97021], [-8.18904, -4.41672, 4.16121], [-8.76444, -3.62743, 2.67169], [-9.13462, -1.53496, 3.81722], [-8.27835, -2.09087, 5.26366], [-10.18231, -3.36528, 6.01645], [-10.96976, -3.30162, 4.39887], [-10.81144, -1.80377, 5.28679], [-3.94980, -3.00414, 2.41149], [-4.86563, -2.24165, 1.18029], [-4.07022, -3.96986, -0.49540], [-3.58844, -5.05086, 0.80214], [-1.92776, -3.21777, 1.45918], [-2.28818, -2.50582, -0.09603], [-1.71005, -4.80520, -1.22707], [-1.09676, -5.35925, 0.36625], [-0.34533, -3.98262, -0.48118], [-1.17589, 6.67519, -2.37147], [-0.12344, 5.57596, -2.30022], [0.80609, 5.49022, -3.50761], [1.78811, 4.25345, -3.42468], [3.48573, 4.66005, -2.90175], [4.07882, 5.83190, -4.19577], [3.78773, 5.36525, -5.63659], [4.29279, 6.40415, -6.64509], [4.23326, 5.80948, -8.07170], [3.60475, 5.65763, -1.42195], [3.42284, 4.87840, -0.11589], [3.19071, 5.73283, 1.18290], [1.80638, 6.45096, 1.12333], [4.47247, 3.22735, -2.56467], [4.59500, 2.23348, -3.68895], [5.48778, 1.02594, -3.32685], [6.86225, 1.39450, -2.74245], [-0.76032, 7.67791, -2.37991], [-1.82474, 6.56814, -1.47686], [-1.82387, 6.53691, -3.23801], [-0.71849, 4.70406, -2.15193], [0.50647, 5.64849, -1.41423], [1.32171, 6.49557, -3.57537], [0.24428, 5.49942, -4.42962], [1.78554, 3.76259, -4.40176], [1.31832, 3.54749, -2.73189], [5.12982, 5.95637, -4.07397], [3.62473, 6.79555, -4.01459], [2.70754, 5.23676, -5.77006], [4.30467, 4.43662, -5.93470], [5.35499, 6.57330, -6.41035], [3.78416, 7.36607, -6.61992], [3.26441, 6.04342, -8.50405], [4.34801, 4.71139, -8.06532], [5.03653, 6.19263, -8.71704], [2.91071, 6.50050, -1.52160], [4.62975, 6.02060, -1.52287], [4.25823, 4.21171, 0.04553], [2.50945, 4.24019, -0.20338], [3.99699, 6.44042, 1.36621], [3.19330, 4.97842, 2.00791], [1.46973, 6.74292, 2.11811], [1.11007, 5.74003, 0.74339], [1.78856, 7.33169, 0.49796], [3.98116, 2.79265, -1.71207], [5.42469, 3.62245, -2.22213], [4.99805, 2.77389, -4.56356], [3.61629, 1.88919, -4.05641], [5.70346, 0.43258, -4.21603], [4.99855, 0.35193, -2.62047], [7.57610, 0.54450, -2.76733], [6.72147, 1.72941, -1.73419], [7.35017, 2.18352, -3.33469], [2.18324, 2.23242, 5.03918], [2.03329, 2.54603, 3.61125], [0.77797, 1.91162, 2.96035], [-0.54400, 2.46915, 3.58863], [-2.01293, 1.96163, 2.67851], [-1.95955, 2.78828, 1.03758], [-1.44427, 4.24288, 0.93023], [-2.37231, 5.35179, 1.37757], [-3.79581, 5.23931, 0.89527], [-2.02844, 0.12893, 2.46910], [-1.86655, -0.62048, 3.81803], [-3.03369, -0.60907, 4.84004], [-2.93218, -1.79823, 5.77647], [-3.56276, 2.36532, 3.44706], [-3.50083, 2.94604, 4.84705], [-4.89371, 3.23745, 5.38891], [-5.74475, 1.96049, 5.66700], [1.34179, 2.50622, 5.68872], [3.03214, 2.69853, 5.53749], [2.27538, 1.14639, 5.26141], [2.87403, 2.19497, 3.00015], [1.95290, 3.61717, 3.38376], [0.78351, 0.83124, 3.14993], [0.79688, 2.06611, 1.85775], [-0.51393, 3.57977, 3.58291], [-0.63782, 2.12758, 4.63889], [-2.96450, 2.72540, 0.66465], [-1.20845, 2.21508, 0.45954], [-1.29446, 4.31085, -0.15156], [-0.47546, 4.31350, 1.40259], [-1.87937, 6.27765, 1.00339], [-2.37976, 5.42740, 2.45358], [-3.86978, 5.35797, -0.17120], [-4.45675, 6.01914, 1.32654], [-4.33875, 4.30642, 1.15548], [-1.15753, -0.16714, 1.86835], [-2.91495, -0.10157, 1.87531], [-0.93131, -0.24739, 4.21693], [-1.66339, -1.67551, 3.51995], [-3.99710, -0.48347, 4.35506], [-2.84567, 0.32246, 5.39224], [-3.56317, -1.70520, 6.67627], [-1.90250, -1.97774, 6.10226], [-3.24335, -2.67077, 5.20347], [-4.23849, 1.52316, 3.36564], [-4.10543, 3.12008, 2.82130], [-2.88124, 3.84176, 4.87240], [-3.00944, 2.29180, 5.55908], [-5.41887, 3.90461, 4.69452], [-4.83265, 3.86120, 6.29882], [-6.57342, 2.17918, 6.37720], [-5.18674, 1.22422, 6.19790], [-6.20025, 1.52319, 4.78220], [1.79465, -2.38415, 4.03925], [3.03373, -2.58552, 3.10267], [2.52881, -2.62316, 1.68313], [3.64996, -3.15742, 0.75513], [3.08355, -3.32599, -0.63123], [4.16788, -3.61328, -1.69256], [5.03989, -2.40741, -1.76969], [5.68368, -2.17955, -0.40653], [4.63429, -1.98475, 0.67083], [4.21250, -4.49183, 1.19627], [1.26460, -1.45870, 3.74061], [2.07946, -2.45691, 5.08571], [1.18068, -3.25897, 3.85997], [3.59977, -3.44323, 3.40524], [3.65989, -1.69694, 3.19642], [2.25406, -1.61567, 1.29043], [1.66085, -3.27549, 1.52669], [2.47691, -2.42292, -0.83615], [2.37153, -4.14400, -0.49904], [3.64368, -3.80906, -2.64049], [4.64759, -4.52922, -1.42268], [4.38991, -1.60014, -2.09130], [5.78849, -2.51592, -2.53035], [6.28285, -1.28812, -0.46712], [6.36602, -3.00777, -0.15190], [4.03897, -1.05657, 0.58411], [5.12943, -1.85952, 1.62502], [5.04753, -4.45218, 1.89904], [4.59790, -5.09627, 0.38885], [3.46450, -5.08907, 1.67949], [7.69474, 4.65867, 5.95047], [7.92003, 3.17145, 5.44695], [8.02655, 3.31356, 3.93542], [8.12026, 2.01993, 3.15531], [6.96279, 1.03344, 3.54115], [5.60480, 1.57044, 3.08096], [5.64140, 1.81645, 1.55529], [6.69192, 2.85818, 1.20694], [8.02809, 2.35032, 1.64879], [9.42160, 1.39130, 3.42206], [7.49428, 4.81356, 7.01351], [6.83668, 5.02209, 5.39265], [8.54543, 5.24920, 5.67446], [7.09071, 2.54282, 5.77695], [8.78778, 2.69125, 5.87809], [8.92835, 3.87796, 3.71615], [7.15851, 3.83368, 3.56374], [7.08431, 0.83509, 4.62637], [7.24198, 0.15779, 2.94455], [5.29614, 2.45850, 3.67226], [4.86036, 0.81096, 3.30953], [4.63746, 2.10049, 1.14647], [5.99235, 0.90140, 1.08163], [6.37360, 3.82287, 1.60982], [6.76573, 2.97777, 0.13835], [8.88326, 3.01559, 1.50884], [8.28374, 1.40330, 1.18547], [9.55745, 0.46181, 2.87434], [9.51042, 1.21552, 4.49594], [10.17363, 2.15087, 3.11040], [-4.88154, -2.98482, -3.44662], [-4.36166, -1.63390, -2.87168], [-3.45801, -1.05842, -3.91553], [-2.79573, 0.21039, -3.47921], [-1.88765, 0.61428, -4.67454], [-1.23530, 2.01233, -4.43722], [-2.31746, 3.11243, -4.27320], [-3.23705, 2.67286, -3.10721], [-3.83818, 1.27488, -3.30342], [-1.93135, 0.00803, -2.27707], [-5.48771, -2.82196, -4.37422], [-5.51555, -3.49830, -2.70187], [-4.07564, -3.68559, -3.71700], [-3.82211, -1.88371, -1.95538], [-5.25217, -1.10015, -2.50860], [-4.08684, -0.87432, -4.81020], [-2.72033, -1.80592, -4.16810], [-2.51110, 0.58942, -5.56630], [-1.09507, -0.13160, -4.78986], [-0.65827, 2.22322, -5.33247], [-0.50844, 1.88208, -3.59121], [-2.93304, 3.16449, -5.16342], [-1.90559, 4.14448, -4.23888], [-4.10192, 3.28452, -2.91241], [-2.65245, 2.69984, -2.19191], [-4.50271, 1.37310, -4.16757], [-4.49168, 1.04862, -2.45664], [-2.55289, -0.27284, -1.44698], [-1.26979, 0.80267, -1.99167], [-1.27091, -0.83779, -2.41984], [2.51102, -1.18996, -6.01583], [1.52988, -2.28068, -6.33279], [2.05916, -3.54145, -5.67041], [1.19187, -4.80146, -5.88694], [1.88121, -5.93992, -5.11469], [1.02634, -7.14316, -4.98680], [-0.31553, -6.76370, -4.27609], [-0.97732, -5.75485, -5.17257], [-0.20372, -4.52442, -5.33552], [1.13316, -5.16767, -7.35076], [2.23952, -0.29176, -6.51643], [3.48875, -1.46354, -6.39344], [2.64593, -0.99311, -4.93457], [1.52070, -2.43369, -7.41765], [0.55225, -1.97908, -6.00650], [2.27166, -3.35133, -4.61621], [3.05676, -3.78976, -6.08021], [2.13701, -5.42785, -4.19427], [2.86686, -6.09053, -5.57586], [1.56860, -7.87454, -4.42063], [0.87887, -7.65521, -5.94349], [-0.10114, -6.28200, -3.29739], [-0.91733, -7.63863, -3.97470], [-1.97648, -5.45427, -4.80830], [-1.16747, -6.14340, -6.16865], [-0.10291, -3.89095, -4.46797], [-0.74671, -3.89307, -6.03280], [0.68643, -4.33542, -7.90467], [0.51013, -6.04942, -7.44300], [2.11282, -5.39018, -7.74909]]
}

The records above give, respectively, E_HOMO values of -0.319 -0.729 Ha.